[1]
The following is a DFT calculation (wB97M-V/def2-TZVPD) of a 12-piece molecular cluster, C18H60O12 overall in a non-equilibrium geometry.

```
90
Properties=species:S:1:pos:R:3:forces:R:3
C -2.48786 -3.20582 -3.40267 0.2 -0.2 1.1
C -1.85575 -2.89208 -2.03311 0.3 0.8 -1.2
O -2.34209 -3.72160 -1.02440 -0.6 -1.1 0.5
H -3.55508 -3.13682 -3.19199 -0.2 -0.1 -0.6
H -2.21554 -4.19541 -3.76961 -0.2 -0.1 0.2
H -2.15601 -2.48675 -4.15160 -0.2 0.2 0.2
H -2.17583 -1.87562 -1.80405 0.4 0.4 0.0
H -0.76902 -2.95320 -2.09137 0.1 0.2 0.0
H -1.74637 -3.71183 -0.27166 0.1 0.1 -0.1
C -4.95481 2.83523 0.17151 0.8 0.2 0.7
C -3.54847 2.41110 0.70504 -2.1 2.3 -0.9
O -3.27174 1.12876 0.30686 0.5 -1.4 0.6
H -5.73566 2.23936 0.64408 0.0 -0.3 -0.3
H -4.96035 2.77388 -0.91675 -0.3 -0.1 0.0
H -5.18031 3.85754 0.47502 0.2 0.2 -0.2
H -3.60018 2.57379 1.78159 0.5 -0.8 0.2
H -2.82494 3.11547 0.29458 0.3 0.1 0.1
H -3.39721 1.01232 -0.63776 0.1 -0.1 -0.7
C -4.30627 -0.37547 3.19832 0.6 -0.2 1.0
C -3.08919 -1.18207 2.74384 -0.5 0.9 -0.8
O -2.11439 -0.32970 2.13663 0.8 -0.8 1.2
H -4.01845 0.33415 3.97402 0.2 -0.1 0.2
H -4.94659 -1.11305 3.68212 -0.6 0.3 -0.2
H -4.79996 0.25850 2.46181 -0.1 -0.7 -0.4
H -3.40446 -1.91142 1.99769 0.0 -0.3 0.0
H -2.65398 -1.71357 3.59011 0.2 0.1 -0.1
H -2.57141 0.14328 1.43733 -0.1 0.4 -0.7
C 3.66303 2.09081 0.14381 0.5 -0.2 -1.2
C 3.69475 1.30820 1.41355 -0.5 0.1 0.0
O 3.64220 2.19070 2.48420 0.9 0.0 1.1
H 2.81949 2.77758 0.07395 -0.3 -0.2 0.2
H 3.58755 1.36987 -0.67022 0.0 0.2 -0.4
H 4.54214 2.71778 -0.00516 0.2 -0.2 0.1
H 4.55505 0.65034 1.53683 0.2 0.2 -0.2
H 2.82759 0.64788 1.40308 -0.3 -0.4 0.1
H 2.77461 2.60142 2.47072 -0.3 0.0 0.3
C 5.04053 -0.96338 -2.21952 -1.1 0.3 1.0
C 4.66099 -1.71784 -0.92729 -0.2 0.1 -0.7
O 3.26306 -1.48683 -0.72605 0.5 0.5 -0.7
H 4.65359 0.04636 -2.08245 0.3 0.3 0.0
H 4.38378 -1.35154 -2.99805 0.5 -0.3 -0.3
H 6.09719 -0.90662 -2.48095 -0.2 -0.4 0.0
H 5.19110 -1.39634 -0.03078 0.3 0.2 -0.2
H 4.83445 -2.78290 -1.08108 0.1 -0.2 0.2
H 2.92745 -2.03556 -0.01340 -0.2 -0.5 0.7
C 4.19248 -2.61655 2.67865 -1.5 0.5 0.6
C 2.98436 -3.55448 2.32291 2.3 0.5 0.2
O 2.19478 -2.91642 1.34142 0.7 -1.1 -0.5
H 3.64997 -1.72159 2.98331 0.4 0.4 0.3
H 4.85048 -2.26265 1.88500 -0.2 -0.7 -0.3
H 4.78988 -2.93442 3.53315 0.0 -0.3 -0.1
H 2.42289 -3.77062 3.23184 -0.1 0.1 0.0
H 3.43348 -4.49782 2.01225 -0.6 -0.2 -0.7
H 1.50380 -2.42340 1.78984 -0.7 0.4 0.3
C 0.19617 -0.40909 -0.54184 0.5 0.8 -0.9
O 0.90686 -0.68118 -1.77736 -1.0 0.2 1.0
H 0.04579 -1.28855 0.08427 -0.2 -0.1 -0.2
H 0.76525 0.33733 0.01233 0.3 -0.1 0.3
H -0.72055 0.12417 -0.79354 -0.3 -0.6 0.0
H 1.81306 -0.79622 -1.48209 0.9 -0.4 -0.3
C 0.02312 2.10405 2.54472 0.5 0.0 -0.3
O 1.14856 2.92547 2.89789 -0.8 0.2 0.3
H -0.94618 2.56239 2.74089 0.1 0.1 0.2
H 0.09602 1.89135 1.47817 -0.2 -0.2 0.0
H 0.10284 1.17982 3.11704 -0.1 0.2 -0.1
H 0.93646 3.84789 2.73739 -0.1 0.1 0.0
C -0.25233 3.20972 -1.56333 0.5 -0.3 -0.4
O 0.94344 3.47889 -2.31726 -0.6 0.1 0.2
H -0.03326 2.35869 -0.91846 -0.1 0.3 0.4
H -0.57950 4.10071 -1.02740 0.0 -0.2 0.3
H -1.07422 2.87878 -2.19821 0.0 0.1 -0.3
H 1.10736 4.42096 -2.23234 0.2 0.0 -0.2
C -0.36744 0.83290 -4.68338 0.9 1.0 -0.3
O -0.68090 -0.27519 -3.87170 -0.9 0.4 -0.8
H 0.34011 0.63998 -5.48976 -0.2 -0.7 -0.4
H -1.23936 1.32193 -5.11779 -0.3 -0.4 0.1
H 0.18133 1.61561 -4.15964 -0.2 0.1 0.7
H 0.08116 -0.46178 -3.31848 0.4 -0.2 0.7
C 0.86331 -1.40032 3.96706 0.0 0.9 1.2
O 0.29370 -1.76450 2.74490 0.2 -0.5 -0.1
H 0.13036 -1.22840 4.75530 -0.5 -0.5 0.1
H 1.56912 -2.15179 4.32093 -0.1 0.1 -0.2
H 1.33282 -0.41686 3.94525 0.7 0.0 -0.4
H -0.36674 -1.11346 2.49677 -0.7 0.3 -0.3
C -3.78462 1.37846 -3.60599 -0.7 0.8 -0.1
O -3.11189 0.59157 -2.68927 0.0 -0.4 1.3
H -3.38905 2.39270 -3.66027 0.3 0.2 -0.2
H -3.82847 0.96588 -4.61394 -0.1 -0.2 0.0
H -4.78401 1.50601 -3.19000 -0.3 -0.2 -0.4
H -2.21706 0.38107 -2.96598 0.6 -0.3 -0.5
```
Positions in Å, forces in eV/Å.

As for the charge: 0. The calculation puts the energy above the lowest of the compared OMol25 structures with the same formula, charge and spin at 378.0 kJ/mol. The value obtained for the total energy is -44205.563 eV. As for the SMILES: CCO.CCO.CCO.CCO.CCO.CCO.CO.CO.CO.CO.CO.CO. Its multiplicity is 1. The calculation puts the HOMO energy at -9.37 eV.

[2]
The following is a DFT calculation (wB97M-V/def2-TZVPD) of the molecule C3H4ClN3 in a non-equilibrium geometry.

```
11
Properties=species:S:1:pos:R:3:forces:R:3
Cl -1.54915 -3.78867 -0.06388 0.7 1.9 0.6
N -0.99938 -2.13787 0.30152 -0.2 0.4 -1.9
C -0.41846 -1.32352 -0.72787 -0.4 0.2 2.9
C 0.07082 -0.12467 -0.38457 -0.1 -1.6 0.8
C -0.08299 0.38630 1.06889 1.2 -1.3 -1.2
N -0.49085 -0.71595 1.98083 -1.0 1.4 -0.3
N -0.97978 -1.75797 1.54542 -0.2 -2.4 1.8
H -0.54196 -1.78689 -1.64134 0.2 -0.4 -2.1
H 0.37822 0.44391 -1.21751 0.6 1.0 -0.5
H 0.76086 0.77530 1.67385 0.0 0.2 -1.3
H -0.79286 1.16679 0.88632 -0.9 0.6 1.1
```
Positions in Å, forces in eV/Å.

As for the charge: 0. The calculation puts the energy above the lowest of the compared OMol25 structures with the same formula, charge and spin at 428.6 kJ/mol. The value obtained for the total energy is -20164.116 eV. As for the SMILES: ClN1C=CCN=N1. Its multiplicity is 1. The calculation puts the HOMO energy at -8.62 eV.

[3]
The following is a DFT calculation (wB97M-V/def2-TZVPD) of C33H39BIrN4O2P2 as an isolated structure in a non-equilibrium geometry.

```
82
Properties=species:S:1:pos:R:3:forces:R:3
Ir 0.19991 0.45467 1.60462 -0.4 2.1 1.2
C -1.77193 1.70935 -4.96710 0.0 1.1 -0.4
C -1.83445 0.43089 -4.62259 -0.6 -0.5 -0.2
C -1.08180 -0.66969 -5.30517 0.3 -0.3 0.1
C 0.40945 -0.36654 -5.62889 0.2 -0.1 -0.2
C 1.12315 0.46412 -4.57833 -0.3 0.0 -0.3
C 1.14225 1.79854 -4.61963 0.3 -0.4 -0.5
C 0.51745 2.56222 -5.77385 0.3 0.6 0.2
C -0.95970 2.24481 -6.11028 -0.2 0.0 -0.2
C 1.75037 0.77875 3.01213 0.4 0.0 1.1
H -2.35276 2.50454 -4.49467 0.0 -0.5 -0.1
H -2.61096 0.07382 -3.94850 0.2 0.3 -0.2
H -1.61408 -0.91786 -6.24419 0.2 -0.1 0.4
H -1.11849 -1.56362 -4.65504 -0.1 0.2 -0.3
H 0.92967 -1.34569 -5.70547 -0.3 0.6 -0.2
H 0.45912 0.14891 -6.61314 0.2 -0.5 0.6
H 1.64192 -0.11639 -3.81777 0.1 0.3 0.1
H 1.72503 2.39225 -3.91633 -0.2 -0.3 0.1
H 1.11089 2.38248 -6.69206 -0.2 0.2 0.4
H 0.57828 3.64112 -5.53931 0.1 -0.5 -0.2
H -1.42935 3.19144 -6.43709 0.2 -0.6 -0.1
H -1.01137 1.51524 -6.93702 0.0 0.5 0.2
H 1.34817 1.64074 3.56775 0.3 -0.2 0.1
H 2.65479 1.12436 2.50347 -0.2 -0.2 0.1
H 2.02631 -0.04541 3.68716 -0.3 0.5 -0.1
P 1.79486 -0.50883 0.42246 1.4 -0.3 0.8
P -1.23294 -0.77515 0.47242 -0.2 -1.3 2.1
N 2.82709 0.80758 -0.07027 -0.2 -1.1 0.0
N 2.75534 -1.77102 1.17616 -0.1 0.6 -0.5
N -2.07957 0.50550 -0.33857 -0.8 0.4 -1.0
N -2.59474 -1.64541 1.09119 0.0 -0.2 -0.5
C 1.04579 -1.22626 -1.04849 0.2 -0.3 -0.6
C -0.38046 -1.74895 -0.76151 0.1 -0.6 -1.0
C 2.66650 2.11767 0.38033 0.5 0.5 -0.2
C 3.67984 2.88929 -0.14516 -0.8 -0.7 0.3
C 4.47051 2.04954 -0.98188 -0.7 -1.2 0.3
C 3.93221 0.76890 -0.91017 0.5 1.0 -0.2
C 3.63570 -1.62812 2.25825 0.4 -0.4 0.0
C 4.41386 -2.76001 2.36731 -0.6 0.8 -0.4
C 4.00542 -3.65535 1.33284 -0.8 0.6 -0.4
C 2.97208 -3.04509 0.64583 0.8 -0.3 0.1
C -2.08888 1.80787 0.15513 -0.2 -1.0 -0.9
C -2.47074 2.66037 -0.87107 -0.7 -0.4 -1.6
C -2.75813 1.85076 -2.00512 0.0 2.3 0.9
C -2.52532 0.52677 -1.64419 0.7 -0.7 1.5
C -3.74302 -2.03395 0.38779 -0.5 -0.8 0.8
C -4.47064 -2.92105 1.16805 1.1 0.8 -0.4
C -3.74848 -3.09800 2.39029 0.6 0.5 -0.4
C -2.60829 -2.33208 2.30978 -0.4 -0.2 -0.2
H 1.70424 -2.02344 -1.41308 -0.3 0.1 -0.2
H 1.06477 -0.42569 -1.80669 -0.2 -0.2 0.3
H -0.96351 -1.81197 -1.68263 0.1 -0.1 -0.2
H -0.35387 -2.77765 -0.37591 0.0 0.2 0.1
H 1.83969 2.35826 1.04223 0.3 0.1 -0.3
H 3.82448 3.93283 0.08141 0.0 0.0 -0.2
H 5.32529 2.35144 -1.55767 0.1 -0.1 -0.1
H 4.22328 -0.15708 -1.38379 0.1 0.1 0.0
H 3.61172 -0.75645 2.88898 0.3 -0.1 -0.3
H 5.20323 -2.90107 3.09245 -0.2 0.0 -0.1
H 4.43326 -4.61797 1.09965 -0.2 0.0 0.1
H 2.34067 -3.40570 -0.15136 0.3 -0.1 0.0
H -1.77436 1.97573 1.17652 0.0 0.2 0.0
H -2.54304 3.73855 -0.79890 -0.1 -0.2 -0.1
H -3.06197 2.21985 -2.97208 -0.2 -0.3 0.3
H -2.61794 -0.41095 -2.17731 -0.1 0.3 0.1
H -3.95893 -1.65488 -0.59284 0.0 0.1 -0.1
H -5.38828 -3.40834 0.89645 -0.1 0.1 -0.1
H -4.02537 -3.72559 3.22381 0.0 0.1 -0.1
H -1.79069 -2.19795 2.99073 0.0 -0.2 0.0
O -0.77370 -0.94482 4.28397 -0.3 0.9 1.1
B -0.57433 0.22246 3.47753 -0.5 -0.4 0.1
O -0.99173 1.36787 4.24432 -0.2 -0.7 0.6
C -1.32667 0.90072 5.47599 0.6 -1.4 -1.0
C -1.51691 1.64268 6.63646 0.0 0.8 -1.2
C -1.51848 0.92936 7.83679 -0.1 -2.3 2.0
C -1.42913 -0.47097 7.86353 -0.3 1.9 1.4
C -1.27274 -1.22509 6.68612 0.0 -0.5 -0.5
C -1.20834 -0.50230 5.50417 0.7 1.7 -1.7
H -1.61453 2.73104 6.59924 0.1 -0.4 0.1
H -1.58281 1.48544 8.77496 -0.1 -0.3 -0.3
H -1.45717 -0.99924 8.81642 0.0 0.2 -0.2
H -1.15603 -2.30708 6.67045 0.0 0.2 0.2
```
Positions in Å, forces in eV/Å.

As for the charge: +2. The calculation puts the energy above the lowest of the compared OMol25 structures with the same formula, charge and spin at 0.0 kJ/mol. The value obtained for the total energy is -66980.224 eV. Its multiplicity is 6. The calculation puts the HOMO energy (spin up / spin down) at -10.37 / -12.85 eV.

[4]
The following is a DFT calculation (wB97M-V/def2-TZVPD) of a 2-piece molecular cluster, C9H16N3 overall in a non-equilibrium geometry.

```
28
Properties=species:S:1:pos:R:3:forces:R:3
C 4.24573 0.92467 2.10235 1.7 0.9 0.3
C 2.81003 -0.37929 0.71736 3.0 -0.6 0.7
N 2.24814 -1.57634 0.37688 -4.4 3.2 -2.4
N 4.02430 -0.33618 1.43298 -4.5 0.0 -1.8
N 2.26782 0.81427 0.25405 -0.5 -3.3 -1.1
H 2.34846 -2.54759 0.66682 0.7 0.8 0.4
H 1.21160 -1.38050 -0.13185 3.7 -1.0 1.8
H 4.60797 -1.18020 1.44786 -0.5 0.8 0.6
H 2.57936 1.75940 0.38718 0.7 -0.2 0.4
H 1.85708 0.63351 -0.67996 0.1 0.6 1.0
H 4.73904 1.66454 1.45095 -0.1 -0.3 0.1
H 4.92657 0.67973 2.87611 1.0 0.1 0.8
H 3.46184 1.46318 2.66579 -0.5 -1.0 -0.7
C -4.71902 -0.88473 -1.20656 -1.7 -0.5 -0.4
C -0.80737 0.86051 -0.62796 -5.0 -2.5 -0.9
C -1.88894 1.04366 0.29645 -0.6 -2.1 -3.3
C -1.07535 0.06561 -1.80819 0.1 0.7 3.0
C -3.13796 0.40154 0.03552 2.1 0.7 0.8
C -2.34279 -0.41934 -1.98574 -0.8 -3.3 -1.3
C -3.31135 -0.49976 -1.00945 -0.7 3.7 0.0
H 0.12879 1.14375 -0.43945 3.1 1.5 0.9
H -1.89555 1.56937 1.18122 0.7 1.5 1.6
H -0.36896 -0.59905 -2.25963 1.1 0.9 -1.1
H -3.98900 0.69343 0.64302 0.2 -0.3 0.3
H -2.53779 -1.09382 -2.85399 0.4 0.7 0.4
H -5.04154 -0.87465 -2.30576 0.4 -0.6 1.7
H -5.36753 -0.18916 -0.64049 0.3 0.2 -0.8
H -4.97356 -1.75657 -0.58552 0.1 -0.6 -1.1
```
Positions in Å, forces in eV/Å.

As for the charge: +1. The calculation puts the energy above the lowest of the compared OMol25 structures with the same formula, charge and spin at 383.8 kJ/mol. The value obtained for the total energy is -14054.126 eV. Its multiplicity is 1. The calculation puts the HOMO energy at -11.58 eV.